[1]
Below is the molecule C17H25F3N2O, with properties calculated with ωB97M-V/def2-TZVPD.

Structure (XYZ):
```
48
Properties=species:S:1:pos:R:3:lowdin_charge:R:1
C -4.430 1.107 0.013 -0.052
C -2.987 1.598 -0.157 -0.412
C -2.807 2.206 -1.555 -0.053
N -2.070 0.532 0.208 -0.124
C -1.925 -0.590 -0.694 -0.136
C -0.745 -0.472 -1.667 -0.156
N 0.469 -0.245 -0.908 -0.160
C 1.668 -0.280 -1.729 -0.139
C 2.878 -0.487 -0.859 -0.145
C 3.750 0.572 -0.632 -0.038
C 4.844 0.444 0.204 -0.067
C 5.088 -0.760 0.840 -0.068
C 4.240 -1.831 0.624 -0.009
C 3.144 -1.702 -0.221 -0.061
C 2.271 -2.911 -0.437 -0.567
F 1.038 -2.793 0.080 0.140
F 2.105 -3.215 -1.740 0.133
F 2.788 -4.021 0.119 0.128
C 0.355 0.984 -0.152 -0.130
C -0.816 0.889 0.840 -0.285
C -0.456 -0.123 1.946 -0.121
C -1.655 -0.493 2.825 -0.262
O -2.318 0.625 3.367 -0.061
H -4.696 0.397 -0.765 0.071
H -5.118 1.947 -0.044 0.077
H -4.551 0.620 0.977 0.075
H -2.824 2.402 0.574 0.136
H -1.798 2.592 -1.684 0.064
H -3.006 1.469 -2.329 0.073
H -3.504 3.031 -1.683 0.077
H -2.849 -0.725 -1.255 0.118
H -1.758 -1.487 -0.090 0.121
H -0.646 -1.413 -2.212 0.126
H -0.916 0.337 -2.398 0.116
H 1.568 -1.101 -2.441 0.121
H 1.794 0.653 -2.310 0.129
H 3.562 1.514 -1.125 0.114
H 5.503 1.285 0.361 0.106
H 5.935 -0.871 1.498 0.105
H 4.432 -2.775 1.111 0.118
H 1.281 1.142 0.407 0.123
H 0.209 1.852 -0.824 0.123
H -0.937 1.875 1.305 0.147
H 0.324 0.320 2.567 0.121
H -0.061 -1.030 1.492 0.098
H -1.313 -1.080 3.681 0.118
H -2.361 -1.101 2.245 0.109
H -2.697 1.113 2.628 0.059
```

The value obtained for the relative energy (zero: lowest compared OMol25 entry of this formula, charge and spin) is 0.70 kcal per mole. The value obtained for the total energy is -31215.2448 eV. Its HOMO energy is -0.2986 Ha. The SMILES is CC(C)N1CCN(Cc2ccccc2C(F)(F)F)C[C@@H]1CCO. For the gap between HOMO and LUMO, the calculation gives 8.901 eV.



[2]
Below is a 3-piece molecular cluster, C4H13NO2 overall, with properties calculated with ωB97M-V/def2-TZVPD.

Structure (XYZ):
```
20
Properties=species:S:1:pos:R:3:lowdin_charge:R:1
C -0.844 1.688 2.241 -0.028
C 0.205 0.898 2.022 -0.266
N 0.274 -0.371 1.490 -0.055
C 1.469 -1.159 1.735 -0.277
C 1.749 -2.119 0.580 -0.095
H -0.615 2.715 2.496 0.036
H -1.872 1.497 1.994 0.036
H 1.188 1.353 2.120 0.105
H -0.586 -0.900 1.499 0.130
H 2.300 -0.462 1.808 0.106
H 1.393 -1.727 2.657 0.105
H 2.347 -2.963 0.936 0.069
H 0.810 -2.508 0.181 0.067
H 2.281 -1.624 -0.235 0.069
O -0.166 1.825 -2.823 -0.061
H -1.015 1.783 -2.367 0.032
H 0.393 1.156 -2.414 0.033
O -3.017 0.054 -4.374 -0.061
H -3.674 -0.058 -5.065 0.030
H -2.620 0.922 -4.480 0.024
```

The value obtained for the relative energy (zero: lowest compared OMol25 entry of this formula, charge and spin) is 27.61 kcal per mole. The value obtained for the total energy is -9942.9993 eV. Its HOMO energy is -0.2970 Ha. The SMILES is C=CNCC.O.O. For the gap between HOMO and LUMO, the calculation gives 8.857 eV.



[3]
Below is a 2-piece molecular cluster, C12H16N2O overall at a distorted geometry, with properties calculated with ωB97M-V/def2-TZVPD.

Structure (XYZ):
```
31
Properties=species:S:1:pos:R:3:lowdin_charge:R:1
C 0.636 2.326 -2.630 -0.109
C 0.605 1.112 -1.726 -0.217
C 0.530 -0.254 -2.356 -0.345
C 1.466 -1.204 -2.046 -0.071
N 1.227 -2.228 -2.937 0.038
C 0.245 -1.804 -3.795 -0.183
N -0.213 -0.627 -3.421 0.108
H -0.328 2.437 -3.122 0.072
H 1.464 2.343 -3.348 0.073
H 0.916 3.248 -2.110 0.068
H 1.455 1.168 -1.044 0.104
H -0.309 1.115 -1.111 0.101
H 2.118 -1.342 -1.205 0.107
H 1.796 -3.041 -3.109 0.141
H -0.011 -2.413 -4.643 0.112
C 1.462 0.650 3.221 -0.070
C 0.139 0.145 2.759 -0.287
C 0.035 -0.392 1.471 -0.047
C -1.195 -0.734 0.901 -0.007
C -2.280 -0.574 1.730 -0.320
O -3.498 -0.921 1.170 0.015
C -2.274 0.115 2.935 -0.022
C -1.033 0.349 3.513 -0.042
H 1.413 1.304 4.094 0.074
H 1.955 1.245 2.450 0.077
H 2.141 -0.168 3.483 0.081
H 0.999 -0.595 1.032 0.099
H -1.224 -1.250 -0.047 0.118
H -4.222 -1.083 1.808 0.113
H -3.115 0.417 3.544 0.113
H -0.900 0.656 4.542 0.108
```

The value obtained for the relative energy (zero: lowest compared OMol25 entry of this formula, charge and spin) is 36.30 kcal per mole. The value obtained for the total energy is -17730.5512 eV. Its HOMO energy is -0.3039 Ha. The SMILES is CCc1c[nH]cn1.Cc1ccc(O)cc1. For the gap between HOMO and LUMO, the calculation gives 9.088 eV.